No. 1
The following is a DFT calculation (the ωB97M-V functional and the def2-TZVPD basis) of a molecular structure, C4H5LiO2Yb in a non-equilibrium geometry.

CARTESIAN COORDINATES (ANGSTROEM)
H  -0.916  -1.417  -1.405
C  0.140  -1.421  -1.077
C  0.774  -0.141  -0.792
O  0.719  -2.492  -0.896
Li  0.538  -4.297  -1.262
H  0.404  0.662  -1.441
H  1.867  -0.175  -0.816
C  0.422  0.738  1.122
C  -0.786  1.360  1.335
O  -1.582  2.136  0.903
Yb  -3.435  3.677  1.310
H  1.254  1.452  1.193
H  0.602  -0.082  1.827

Results
Net charge = +3
Spin multiplicity = 2
Orbital gap (alpha / beta) = 0.2072 / 0.2872 Ha


No. 2
The following is a DFT calculation (the ωB97M-V functional and the def2-TZVPD basis) of a molecular structure, C4H5LiO3 in a non-equilibrium geometry.

CARTESIAN COORDINATES (ANGSTROEM)
O  1.037  -0.414  0.410
C  -0.340  -0.293  0.120
O  -1.125  -1.172  0.333
Li  -2.518  -2.373  0.668
O  -0.530  0.867  -0.401
C  -1.782  1.342  -0.680
H  -2.625  0.657  -0.674
H  -1.795  2.404  -0.901
C  1.550  -1.457  1.022
H  0.690  -2.055  1.395
C  2.315  0.617  -0.801
H  1.987  1.579  -0.359
H  3.137  0.298  -0.130

Results
Net charge = +1
Spin multiplicity = 2
Orbital gap (alpha / beta) = 0.2459 / 0.2420 Ha


No. 3
The following is a DFT calculation (the ωB97M-V functional and the def2-TZVPD basis) of a molecular structure, C4H5LiO3Sn in a non-equilibrium geometry.

CARTESIAN COORDINATES (ANGSTROEM)
O  0.552  1.392  1.053
Li  -1.731  1.229  1.277
O  -0.243  1.742  2.194
C  1.041  0.142  1.132
C  1.037  -0.834  0.094
H  1.517  -1.821  -0.047
H  1.635  0.178  2.055
H  1.498  -1.225  1.356
O  -0.580  -0.350  -2.616
C  -1.499  -0.432  -1.705
C  -1.181  -0.635  -0.381
Sn  1.169  -0.818  -2.062
H  -1.501  -1.257  0.453
H  -2.542  -0.295  -2.026

Results
Net charge = +1
Spin multiplicity = 2
Orbital gap (alpha / beta) = 0.2153 / 0.2520 Ha


No. 4
The following is a DFT calculation (the ωB97M-V functional and the def2-TZVPD basis) of a molecular structure, C4H5LiO3Yb in a non-equilibrium geometry.

CARTESIAN COORDINATES (ANGSTROEM)
Li  -1.098  -1.812  -0.884
O  -1.437  -0.078  0.162
C  -2.468  0.794  0.646
H  -2.272  1.014  1.701
H  -2.476  1.727  0.073
H  -3.400  0.240  0.515
C  2.482  -1.400  -0.346
C  1.778  -0.303  -0.649
O  0.383  -0.507  -0.864
C  -0.181  0.371  0.091
O  0.193  1.408  0.584
Yb  2.894  2.233  -0.586
H  3.486  -1.266  0.062
H  2.116  -2.421  -0.503

Results
Net charge = +1
Spin multiplicity = 2
Orbital gap (alpha / beta) = 0.1653 / 0.2763 Ha


No. 5
The following is a DFT calculation (the ωB97M-V functional and the def2-TZVPD basis) of C4H5N in the gas phase in a non-equilibrium geometry.

CARTESIAN COORDINATES (ANGSTROEM)
C  2.471  0.024  -0.013
C  1.025  -0.286  -0.078
C  -0.233  0.350  -0.015
C  -1.647  0.033  -0.041
H  2.474  0.203  1.248
H  2.948  0.856  -0.679
H  3.105  -0.845  -0.007
H  1.088  -1.320  -0.074
H  0.172  1.451  0.120
N  -2.784  -0.154  0.039

Results
Spin multiplicity = 1
Orbital gap = 0.3672 Ha
Structure (SMILES) = C/C=C/C#N


No. 6
The following is a DFT calculation (the ωB97M-V functional and the def2-TZVPD basis) of 2 unconnected molecules or ions with the total composition C4H5N in a non-equilibrium geometry.

CARTESIAN COORDINATES (ANGSTROEM)
C  -1.712  2.385  0.322
C  -1.198  1.469  0.862
C  0.163  -0.599  0.850
C  0.465  -0.398  -0.589
N  0.023  -1.121  1.912
H  -2.355  3.165  -0.108
H  0.340  0.650  -0.726
H  -0.152  -1.004  -1.308
H  1.396  -0.836  -0.798
H  0.220  -1.987  2.254

Results
Spin multiplicity = 1
Orbital gap = 0.3172 Ha


No. 7
The following is a DFT calculation (the ωB97M-V functional and the def2-TZVPD basis) of C4H5N in the gas phase in a non-equilibrium geometry.

CARTESIAN COORDINATES (ANGSTROEM)
C  -1.647  -0.158  -0.388
C  -0.472  -0.463  0.260
C  0.707  0.526  0.222
C  1.968  -0.072  -0.168
H  -1.744  0.814  -0.907
H  -2.660  -0.766  -0.391
H  -0.489  -1.510  0.701
H  0.868  0.652  1.301
H  0.403  1.379  -0.320
N  3.066  -0.403  -0.310

Results
Spin multiplicity = 1
Orbital gap = 0.4105 Ha
Structure (SMILES) = C=CCC#N


No. 8
The following is a DFT calculation (the ωB97M-V functional and the def2-TZVPD basis) of 2 unconnected molecules or ions with the total composition C4H5N in a non-equilibrium geometry.

CARTESIAN COORDINATES (ANGSTROEM)
C  -2.081  1.659  -2.946
C  -2.090  1.814  -1.757
C  0.534  0.276  -0.488
C  1.561  -0.597  0.215
N  -0.229  0.960  0.188
H  -1.794  1.394  -3.877
H  0.446  0.111  -1.496
H  1.403  -0.644  1.285
H  1.563  -1.736  -0.202
H  2.506  -0.130  -0.008

Results
Spin multiplicity = 3
Orbital gap (alpha / beta) = 0.3869 / 0.2931 Ha